Computed, not measured: C12H14CoF6N4O7S2 as an isolated structure, with ωB97M-V/def2-TZVPD.

Atoms and positions in Å:
Co -0.116 -0.075 -0.051
F 3.690 0.874 -2.111
C 4.138 0.557 -0.907
F 4.524 -0.707 -0.885
F 5.132 1.350 -0.567
S 2.777 0.758 0.331
O 1.744 -0.156 -0.252
O 3.285 0.384 1.597
N 2.359 2.259 0.222
S 0.994 2.828 -0.279
O 0.702 4.105 0.245
O -0.112 1.827 -0.162
C 1.134 3.002 -2.120
F 2.253 3.630 -2.418
F 0.091 3.676 -2.563
F 1.141 1.783 -2.663
C -4.588 0.240 0.039
C -3.145 0.124 0.016
N -2.007 0.049 -0.010
H -5.012 -0.398 -0.735
H -4.864 1.278 -0.145
H -4.956 -0.069 1.016
C -2.528 -4.784 -0.218
C -1.183 -5.302 -0.707
C 0.002 -4.392 -0.323
C 1.328 -4.977 -0.865
C 2.549 -4.128 -0.533
C 0.103 -4.387 1.203
O 0.240 -5.379 1.853
N 0.084 -3.131 1.873
C -0.046 -2.007 1.176
O -0.044 -0.811 1.661
N -0.183 -1.940 -0.133
C -0.204 -3.033 -0.994
O -0.322 -2.893 -2.178
H -3.328 -5.460 -0.514
H -2.759 -3.804 -0.645
H -2.561 -4.707 0.872
H -1.177 -5.388 -1.794
H -0.978 -6.289 -0.294
H 1.209 -5.072 -1.945
H 1.429 -5.980 -0.450
H 2.472 -3.124 -0.957
H 3.449 -4.583 -0.944
H 2.701 -4.038 0.545
H 0.199 -3.115 2.879

## Properties
energy above the lowest of the compared OMol25 structures with the same formula, charge and spin: 2.3 kcal per mole
charge: +1
LUMO level (alpha / beta): -0.226 / -0.226 hartree
spin multiplicity: 1
gap between HOMO and LUMO (alpha / beta): 7.6 / 7.7 eV

Atomic partial charges in e from the Mulliken method, atoms 1 to 4:
1 Co -0.053
2 F -0.184
3 C 0.665
4 F -0.176

***

Computed, not measured: C12H14F6I2IrNO4S2 as an isolated structure in a non-equilibrium geometry, with ωB97M-V/def2-TZVPD.

Atoms and positions in Å:
Ir -0.265 -0.955 0.084
C 1.109 4.194 0.667
C 1.237 2.728 0.881
C 0.662 2.112 2.000
C 0.790 0.716 2.251
C 0.344 0.161 3.532
C 1.445 -0.129 1.277
C 2.191 0.524 0.255
C 3.278 -0.160 -0.467
C 1.971 1.920 0.009
H 1.839 4.714 1.296
H 0.121 4.549 0.961
H 1.302 4.472 -0.367
H 0.114 2.712 2.718
H 1.162 0.354 4.251
H 0.195 -0.917 3.507
H -0.526 0.679 3.936
H 1.882 -1.033 1.697
H 4.208 0.144 0.042
H 3.384 0.181 -1.497
H 3.225 -1.246 -0.405
H 2.459 2.369 -0.850
I 0.369 -0.840 -2.499
C 0.510 -2.974 -2.354
I 0.829 -3.348 -0.272
H 1.349 -3.337 -2.941
H -0.444 -3.401 -2.648
F -2.397 3.311 1.344
C -3.068 2.189 1.564
F -4.343 2.404 1.706
F -2.555 1.557 2.619
S -2.803 1.097 0.065
O -1.312 0.870 0.105
O -3.284 1.745 -1.085
N -3.578 -0.246 0.464
S -2.768 -1.543 0.645
O -1.663 -1.486 1.665
O -2.026 -1.932 -0.609
C -4.037 -2.879 1.160
F -4.952 -2.906 0.241
F -4.486 -2.503 2.323
F -3.350 -3.988 1.221

## Properties
energy above the lowest of the compared OMol25 structures with the same formula, charge and spin: 24.6 kcal per mole
expectation value of S²: 0.776
charge: +3
LUMO level (alpha / beta): -0.446 / -0.509 hartree
spin multiplicity: 2
gap between HOMO and LUMO (alpha / beta): 7.8 / 6.2 eV

Atomic partial charges in e from the Mulliken method, atoms 1 to 4:
1 Ir 1.502
2 C -1.544
3 C 0.391
4 C -0.103

***

Computed, not measured: one molecule with the formula C12H14N2 in a non-equilibrium geometry, with ωB97M-V/def2-TZVPD.

Atoms and positions in Å:
C -0.985 -0.255 1.785
C -0.995 -1.343 -0.218
C -1.159 -2.593 -0.929
C -0.613 -2.710 -2.202
C 0.174 -1.628 -2.810
C 0.407 -0.471 -2.118
C -0.211 -0.293 -0.810
C -0.526 1.072 -0.255
C 0.577 2.076 -0.659
C 1.643 1.909 0.424
C 1.176 0.923 1.476
C -0.236 0.957 1.312
H -1.969 -0.933 3.465
H -0.393 -0.061 3.761
H -1.707 -3.407 -0.389
H -0.873 -3.539 -2.876
H 0.477 -1.774 -3.807
H 0.986 0.229 -2.643
H -1.585 1.348 -0.339
H 1.062 1.837 -1.634
H 0.225 3.143 -0.840
H 2.588 1.569 -0.024
H 1.921 2.826 0.867
H 1.676 1.121 2.470
H 1.599 -0.096 1.118
H -0.732 1.827 1.738
N -1.113 -0.495 3.109
N -1.412 -1.235 1.026

## Properties
energy above the lowest of the compared OMol25 structures with the same formula, charge and spin: 48.4 kcal per mole
structure (SMILES): NC1=Nc2ccccc2[C@@H]2CCC[C@H]12
LUMO level: 0.026 hartree
spin multiplicity: 1
gap between HOMO and LUMO: 8.0 eV

Atomic partial charges in e from the Mulliken method, atoms 1 to 4:
1 C 0.034
2 C 0.264
3 C -0.563
4 C -0.411

***

Computed, not measured: C12H14N2NaO4 as an isolated structure in a non-equilibrium geometry, with ωB97M-V/def2-TZVPD.

Atoms and positions in Å:
Na 1.647 -0.770 2.804
O -0.321 0.638 -1.606
C -0.271 0.535 -2.823
O 1.160 -1.502 -1.446
C 1.074 -1.506 -2.648
O 1.624 -2.451 -3.458
N 0.389 -0.555 -3.451
C 1.327 -2.149 -4.838
C 0.490 -0.891 -4.880
H 0.786 -3.009 -5.247
H 2.286 -2.008 -5.349
H -0.493 -1.094 -5.324
H 0.997 -0.103 -5.449
C -0.844 1.483 -3.819
C -1.480 2.602 -3.428
H -0.701 1.221 -4.876
H -1.615 2.854 -2.378
H -1.860 3.273 -4.191
O 1.522 1.329 2.467
C 0.459 1.871 3.300
C -0.240 0.701 3.955
C -0.323 0.539 5.340
C -0.865 -0.637 5.862
C -1.323 -1.617 4.985
C -1.206 -1.385 3.605
N -0.601 -0.284 3.117
H 1.969 2.006 1.931
H 0.914 2.540 4.039
H -0.252 2.431 2.682
H 0.030 1.367 5.961
H -0.945 -0.782 6.944
H -1.765 -2.546 5.344
H -1.572 -2.100 2.876

## Properties
charge: +1
LUMO level: -0.120 hartree
spin multiplicity: 1
gap between HOMO and LUMO: 8.7 eV

Atomic partial charges in e from the Mulliken method, atoms 1 to 4:
1 Na 0.956
2 O -0.577
3 C 0.897
4 O -0.537

***

Computed, not measured: an isolated ion of composition C12H14N2P and charge +1 in a non-equilibrium geometry, with ωB97M-V/def2-TZVPD.

Atoms and positions in Å:
C -3.642 1.410 -0.083
C 3.734 1.227 0.265
C -3.794 0.149 0.458
C -2.423 1.912 -0.468
C 3.147 0.753 1.381
C 3.204 0.996 -0.971
C -2.743 -0.741 0.449
C -1.317 1.158 -0.309
C 1.997 0.006 1.275
C 2.058 0.260 -1.127
C -1.521 -0.162 0.134
C 1.482 -0.272 0.025
N -0.102 -2.437 1.106
N 0.055 -2.174 -1.573
P -0.063 -1.238 -0.013
H -4.434 2.087 -0.258
H 4.592 1.741 0.467
H -4.757 -0.154 0.752
H -2.463 2.831 -0.900
H 3.350 0.794 2.424
H 3.803 1.503 -1.703
H -2.997 -1.727 0.682
H -0.411 1.608 -0.641
H 1.353 -0.479 2.139
H 1.764 0.180 -2.084
H 0.573 -3.117 0.805
H -0.220 -2.068 2.030
H 0.637 -1.741 -2.279
H -0.861 -2.303 -1.985

## Properties
expectation value of S²: 2.032
charge: +1
LUMO level (alpha / beta): -0.099 / -0.258 hartree
spin multiplicity: 3
gap between HOMO and LUMO (alpha / beta): 6.4 / 6.3 eV

Atomic partial charges in e from the Mulliken method, atoms 1 to 4:
1 C -0.475
2 C -0.578
3 C -0.558
4 C -0.700

***

Computed, not measured: C12H14N4O2S2 as an isolated structure in a non-equilibrium geometry, with ωB97M-V/def2-TZVPD.

Atoms and positions in Å:
C 3.613 0.910 -0.511
C 2.676 0.785 0.626
O 2.978 1.249 1.638
C 1.586 -0.045 0.544
C 0.898 -0.226 1.562
N -0.068 -1.108 1.412
C -0.011 -1.295 0.169
C 1.049 -0.762 -0.635
C 1.423 -0.717 -2.045
H 1.454 0.390 -2.308
H 2.324 -1.432 -2.123
H 0.673 -1.252 -2.618
C -1.074 -2.009 -0.838
O -0.976 -2.685 -1.812
C -2.336 -2.558 -0.100
H -3.041 -2.843 -0.589
H -2.204 -3.237 0.742
S -3.102 -1.229 1.153
C -2.973 -0.002 -0.006
N -2.329 0.031 -0.973
N -2.146 1.266 -1.743
C -2.542 2.149 -0.761
N -2.551 3.435 -1.204
H -3.091 4.160 -0.598
H -2.292 3.564 -2.459
S -3.376 1.705 0.610
H -0.815 -1.379 1.976
C 1.057 -0.151 3.100
H 1.031 1.123 3.349
H 0.359 -0.459 3.853
H 2.111 -0.316 3.388
H 3.187 1.486 -1.466
H 4.552 1.399 -0.315
H 3.954 0.052 -1.017

## Properties
energy above the lowest of the compared OMol25 structures with the same formula, charge and spin: 262.2 kcal per mole
LUMO level: 0.001 hartree
spin multiplicity: 1
gap between HOMO and LUMO: 8.1 eV

Atomic partial charges in e from the Mulliken method, atoms 1 to 4:
1 C -1.374
2 C 0.740
3 O -0.568
4 C 1.070

***

Computed, not measured: C12H14N5O6S2 as an isolated structure in a non-equilibrium geometry, with ωB97M-V/def2-TZVPD.

Atoms and positions in Å:
O -3.060 1.349 0.008
O 2.364 0.655 -0.947
O 3.479 -2.489 1.260
O 3.770 -0.620 4.592
O 1.965 -1.762 5.616
O 3.783 -3.093 4.669
N -1.486 1.160 -1.554
N -0.828 3.854 -0.881
S 0.476 0.768 -3.247
C -2.149 1.898 -0.545
C 1.507 -0.178 -0.831
C 2.976 -1.684 2.034
C -0.437 1.751 -2.055
C -1.828 3.309 -0.255
N -0.111 3.083 -1.746
N 1.259 -0.756 0.392
N 2.184 -2.004 3.064
C -2.529 4.147 0.760
C 0.866 -0.665 -2.148
C 1.219 3.591 -2.147
C 0.238 -1.778 0.765
C -0.032 -1.386 2.201
C 2.103 -0.485 1.578
C 1.285 -0.910 2.787
S 2.996 -1.866 4.551
H -2.532 5.170 0.403
H -3.561 3.779 0.880
H -1.994 4.067 1.735
H 1.520 -1.370 -2.644
H -0.049 -1.237 -1.997
H 2.002 2.870 -2.105
H 1.499 4.410 -1.516
H 1.187 3.997 -3.139
H -0.709 -1.726 0.205
H 0.633 -2.782 0.661
H -0.499 -2.219 2.757
H -0.732 -0.548 2.232
H 2.646 0.485 1.625
H 1.213 -0.147 3.622

## Properties
energy above the lowest of the compared OMol25 structures with the same formula, charge and spin: 0.0 kcal per mole
charge: -1
LUMO level: 0.078 hartree
spin multiplicity: 1
gap between HOMO and LUMO: 7.6 eV

Atomic partial charges in e from the Mulliken method, atoms 1 to 4:
1 O -0.627
2 O -0.636
3 O -0.617
4 O -0.687

***

Computed, not measured: a 2-piece molecular cluster, C12H14NO2 overall in a non-equilibrium geometry, with ωB97M-V/def2-TZVPD.

Atoms and positions in Å:
C 0.430 0.331 -3.616
C 0.528 0.154 -2.131
C 0.036 -0.818 -1.321
C 1.386 0.947 -1.262
C 1.317 0.372 0.019
C 2.009 2.185 -1.465
C 2.166 0.892 0.997
C 2.809 2.707 -0.471
C 2.937 2.001 0.728
N 0.499 -0.717 -0.034
H 1.077 1.164 -3.906
H -0.572 0.602 -3.904
H -0.653 -1.593 -1.536
H -0.029 -1.249 0.671
H 2.059 2.514 -2.476
H 2.409 0.431 1.949
H 3.258 3.692 -0.492
H 3.626 2.412 1.452
H 0.797 -0.516 -4.195
C -2.970 -0.569 1.768
C -1.850 -0.002 2.660
C -2.660 -2.011 1.304
O -1.470 -2.260 0.991
O -3.631 -2.788 1.260
H -3.927 -0.498 2.274
H -2.997 0.073 0.887
H -2.206 0.919 3.132
H -0.988 0.295 2.063
H -1.483 -0.727 3.383

## Properties
energy above the lowest of the compared OMol25 structures with the same formula, charge and spin: 6.4 kcal per mole
charge: -1
LUMO level: 0.120 hartree
spin multiplicity: 1
gap between HOMO and LUMO: 7.8 eV

Atomic partial charges in e from the Mulliken method, atoms 1 to 4:
1 C -1.280
2 C 0.538
3 C -0.854
4 C 1.051

***

Computed, not measured: one molecule with the formula C12H14O4S, with ωB97M-V/def2-TZVPD.

Atoms and positions in Å:
C 0.399 2.636 -5.293
C -0.262 1.783 -4.222
H -1.318 2.064 -4.111
H -0.205 0.720 -4.493
O 0.428 2.010 -3.005
C 0.044 1.358 -1.891
C -1.016 0.454 -1.812
C -1.309 -0.150 -0.609
C -0.569 0.116 0.545
C 0.491 1.025 0.459
C 0.789 1.634 -0.736
H 1.603 2.337 -0.815
H 1.087 1.264 1.325
C -0.957 -0.586 1.778
O -1.914 -1.326 1.835
C -0.073 -0.346 2.993
H -0.132 0.698 3.301
H 0.964 -0.600 2.769
S -0.620 -1.312 4.436
C -0.270 -2.991 3.826
H -0.651 -3.671 4.590
H -0.811 -3.165 2.897
C 1.222 -3.232 3.644
O 1.665 -3.909 2.763
O 2.001 -2.633 4.548
H 1.466 -2.080 5.150
H -2.128 -0.851 -0.538
H -1.612 0.219 -2.679
H -0.103 2.488 -6.244
H 0.344 3.686 -5.018
H 1.445 2.359 -5.394

## Properties
energy above the lowest of the compared OMol25 structures with the same formula, charge and spin: 0.0 kcal per mole
structure (SMILES): CCOc1ccc(C(=O)CSCC(=O)O)cc1
LUMO level: 0.007 hartree
spin multiplicity: 1
gap between HOMO and LUMO: 9.2 eV

Atomic partial charges in e from the Mulliken method, atoms 1 to 4:
1 C -1.416
2 C -0.268
3 H 0.361
4 H 0.367

***

Computed, not measured: one molecule with the formula C12H14Se in a non-equilibrium geometry, with ωB97M-V/def2-TZVPD.

Atoms and positions in Å:
C 1.855 3.047 -1.449
C 2.147 3.515 -0.138
C 0.897 2.093 -1.610
C 1.681 2.870 0.975
C 0.355 1.476 -0.434
C 0.857 1.826 0.846
C -0.187 -2.187 -0.491
C -0.226 -2.196 1.130
C 0.191 -0.861 -1.210
C -1.501 -1.365 1.559
C -0.576 0.334 -0.779
C -1.321 0.114 1.341
Se 0.161 0.971 2.322
H 2.174 3.560 -2.309
H 2.874 4.354 -0.140
H 0.574 1.765 -2.521
H 1.943 3.149 2.019
H 0.509 -3.009 -0.767
H -1.182 -2.563 -0.821
H -0.400 -3.293 1.487
H 0.594 -1.752 1.614
H 1.267 -0.663 -1.243
H -0.147 -0.909 -2.296
H -2.389 -1.587 0.899
H -1.768 -1.710 2.553
H -1.437 0.688 -1.279
H -2.140 0.704 1.219

## Properties
expectation value of S²: 2.009
LUMO level (alpha / beta): 0.032 / -0.053 hartree
spin multiplicity: 3
gap between HOMO and LUMO (alpha / beta): 6.4 / 6.5 eV

Atomic partial charges in e from the Mulliken method, atoms 1 to 4:
1 C -0.670
2 C -0.451
3 C -0.662
4 C -0.530

***

Computed, not measured: C12H15AgN3O6 as an isolated structure in a non-equilibrium geometry, with ωB97M-V/def2-TZVPD.

Atoms and positions in Å:
Ag 0.092 -0.561 -0.722
O 3.381 0.350 -3.202
C 2.457 0.429 -2.399
O 1.327 -0.117 -2.531
C 2.678 1.415 -1.194
C 1.426 2.251 -0.877
C 1.850 3.572 -0.208
C 2.258 3.063 1.189
C 1.942 1.556 1.059
O 0.806 1.582 0.212
C 3.021 0.858 0.217
C 3.024 -0.693 0.477
O 4.113 -1.186 0.751
O 1.921 -1.305 0.505
H 3.499 2.056 -1.534
H 0.721 2.351 -1.706
H 0.995 4.246 -0.147
H 2.662 4.070 -0.733
H 1.632 3.506 1.966
H 3.303 3.259 1.419
H 1.706 1.054 1.998
H 4.025 1.185 0.506
C -4.243 -3.623 0.176
N -3.557 -2.422 0.564
C -4.265 -1.165 0.628
C -3.132 -0.136 0.397
O -3.274 1.058 0.387
N -1.987 -0.849 0.217
C -2.251 -2.134 0.291
N -1.293 -3.047 0.141
H -5.189 -3.673 0.714
H -3.650 -4.499 0.431
H -4.446 -3.639 -0.901
H -4.721 -1.030 1.612
H -5.030 -1.066 -0.144
H -0.334 -2.696 0.157
H -1.467 -4.024 0.285

## Properties
charge: -1
LUMO level: 0.076 hartree
spin multiplicity: 1
gap between HOMO and LUMO: 6.6 eV

Atomic partial charges in e from the Mulliken method, atoms 1 to 4:
1 Ag 0.183
2 O -0.759
3 C 0.179
4 O -0.681

***

Computed, not measured: C12H15AsF9IrN3OS4Sb as an isolated structure, with ωB97M-V/def2-TZVPD.

Atoms and positions in Å:
Ir -0.252 2.731 0.377
S 3.756 3.411 2.384
As 2.519 1.794 1.965
S 1.734 1.809 -0.194
S 0.337 2.211 2.508
S 3.095 -0.125 2.549
N 2.790 8.009 -1.307
C 1.955 7.439 -0.741
N 0.938 6.923 -0.061
C 0.789 5.648 0.064
N 0.490 4.538 0.208
F -2.503 3.460 0.917
C -3.334 2.371 0.953
F -3.310 1.919 2.198
F -4.558 2.852 0.716
C -2.847 1.281 -0.070
O -1.537 1.010 0.047
C -3.676 -0.019 0.184
F -3.449 -0.920 -0.778
F -3.353 -0.579 1.346
F -5.006 0.212 0.211
C -3.140 1.798 -1.525
F -4.444 1.952 -1.818
F -2.627 0.974 -2.433
F -2.554 3.000 -1.700
C 0.721 -4.242 -2.677
C 0.277 -3.763 -1.291
Sb 0.639 -1.627 -1.007
C -0.050 -1.584 1.036
C 0.412 -2.678 1.993
C 2.797 -1.849 -0.829
C 3.363 -2.973 0.030
H 0.497 -5.300 -2.850
H 1.799 -4.113 -2.809
H 0.234 -3.669 -3.472
H 0.787 -4.328 -0.509
H -0.797 -3.920 -1.148
H -1.135 -1.591 0.931
H 0.215 -0.597 1.416
H 0.210 -3.682 1.608
H -0.104 -2.583 2.954
H 1.475 -2.593 2.196
H 3.149 -0.881 -0.474
H 3.134 -1.948 -1.867
H 3.235 -2.747 1.086
H 4.438 -3.094 -0.144
H 2.889 -3.937 -0.174

## Properties
energy above the lowest of the compared OMol25 structures with the same formula, charge and spin: 0.0 kcal per mole
charge: -2
LUMO level: 0.160 hartree
spin multiplicity: 1
gap between HOMO and LUMO: 6.5 eV

Atomic partial charges in e from the Mulliken method, atoms 1 to 4:
1 Ir 1.401
2 S -0.546
3 As 0.388
4 S -0.500